Entry from OMol25: a 2-piece molecular cluster, C2H2O2 overall (ωB97M-V/def2-TZVPD).

Geometry as XYZ:
```
6
Properties=species:S:1:pos:R:3:forces:R:3:nbo_charge:R:1
O -1.022625 0.677798 -0.051984 -0.2 0.3 -0.7 -0.49
O 2.113140 0.321445 -2.088217 -0.3 -1.0 0.1 -0.50
C -0.989589 0.110678 0.989969 0.8 -0.2 1.7 0.29
C 1.748558 -0.741723 -1.948488 0.3 1.0 -0.1 0.50
H -0.615243 0.584400 1.946832 -0.3 0.1 -0.6 0.09
H -1.234242 -0.952598 1.151887 -0.3 -0.1 -0.4 0.10
```
Forces are in eV/Å.

The total charge is 0. The value obtained for the HOMO energy is -10.31 eV. As for the largest force on an atom: 1.924 eV/Å. Its energy relative to the best compared isomer or geometry (same formula, charge and spin) is 0.5 kcal/mol. The spin multiplicity is 1.

Entry from OMol25: C37H32ClN7O3S2Yb as an isolated structure (ωB97M-V/def2-TZVPD).

Geometry as XYZ:
```
83
Properties=species:S:1:pos:R:3:forces:R:3:lowdin_spin:R:1
Yb 0.435607 0.350914 -0.583506 0.2 1.2 -0.6 1.00
Cl 0.660619 -3.422344 5.882119 -0.1 -0.2 0.3 0.00
S 1.751146 2.366969 0.826981 -0.1 -0.1 0.0 0.00
S 2.423510 1.347097 -2.259354 -0.2 -0.1 0.1 0.00
O 1.698092 -3.126788 -0.954714 0.2 -0.1 -0.2 0.00
O -0.131562 -1.832892 -0.943063 -0.2 -0.1 0.3 0.00
O 1.657755 -0.736961 0.794444 -0.1 -0.6 0.7 0.00
N 0.265732 -0.727930 -3.188179 0.6 0.0 0.0 0.00
N 4.497498 -2.139855 -0.857728 -0.7 -0.1 0.4 0.00
N -0.934367 0.765047 1.375384 1.1 -1.8 1.6 0.00
N 5.875794 -0.973384 -2.287394 0.1 0.8 0.2 0.00
N 4.687769 -2.770083 -3.082110 -0.3 0.4 -0.1 0.00
N -3.697543 1.161463 -9.119964 0.0 0.0 0.0 0.00
N -1.093202 2.491289 -0.796050 0.5 -0.1 0.0 0.00
C -1.789962 1.865018 1.440695 -0.7 1.2 0.1 0.00
C 2.461325 -3.964846 -3.716179 0.0 0.4 0.2 0.00
C 2.132578 -2.448383 2.311253 0.0 -0.1 0.1 0.00
C -1.450403 1.344295 -1.628849 -0.9 0.3 -0.7 0.00
C -1.889776 4.615963 -1.830338 -0.2 -0.1 0.0 0.00
C -1.781362 2.784286 0.366593 -0.2 -0.2 0.6 0.00
C -3.300520 1.345479 -8.053984 -0.1 -0.1 -0.5 0.00
C -0.701642 0.084195 2.487685 -0.6 1.4 -1.7 0.00
C -3.346778 3.323582 2.606058 0.0 0.1 0.1 0.00
C -2.620410 0.782313 -4.457694 0.2 0.1 0.1 0.00
C 3.856948 -3.966384 -3.023977 -0.4 -0.1 0.0 0.00
C 1.319995 -1.678482 -2.835693 -0.3 -0.4 0.1 0.00
C 1.925361 -3.096532 3.501099 -0.3 0.4 -0.1 0.00
C 5.577787 3.658562 -1.274235 0.1 -0.1 -0.1 0.00
C 0.874717 -2.671835 4.329604 0.1 0.0 -0.2 0.00
C -2.525151 4.891921 -0.695109 0.0 0.1 -0.2 0.00
C -2.502486 3.988426 0.455389 -0.1 -0.2 0.2 0.00
C -3.249386 4.265713 1.592856 0.1 -0.1 -0.1 0.00
C 4.967762 -1.935609 -2.072701 0.0 -0.6 -0.4 0.00
C 1.332194 -1.358680 1.870870 -0.4 0.3 0.2 0.00
C -1.915080 1.949931 -4.097523 0.0 -0.2 -0.4 0.00
C -3.066743 0.592391 -5.742593 0.0 0.0 -0.2 0.00
C 4.160035 3.584839 0.656210 0.0 0.0 -0.1 0.00
C -1.678918 2.907585 -5.100282 0.1 -0.1 0.2 0.00
C -2.106641 2.707970 -6.393839 -0.1 -0.1 -0.2 0.00
C 4.669340 2.855530 -1.947508 -0.1 0.0 0.1 0.00
C -1.067852 3.385803 -1.962209 0.1 0.1 -0.3 0.00
C 3.214897 2.788419 -0.006543 0.0 0.0 -0.1 0.00
C 1.645775 -2.672971 -3.974441 0.4 -0.1 0.4 0.00
C 0.921204 -2.290263 -1.454205 0.7 -0.8 -0.6 0.00
C -2.629991 2.146252 2.530790 0.0 -0.1 -0.3 0.00
C 5.321078 4.016971 0.041694 0.0 0.0 0.1 0.00
C -2.818901 1.553553 -6.735140 0.2 0.0 0.6 0.00
C 0.040933 -1.655687 3.948695 0.3 0.0 -0.3 0.00
C 3.495148 2.399978 -1.336689 0.2 -0.1 0.0 0.00
C -1.524846 2.155093 -2.743812 0.0 0.0 0.8 0.00
C 0.209317 -0.979371 2.716359 1.2 -1.0 -0.2 0.00
H 4.624253 -1.413307 -0.164325 0.0 0.0 -0.1 0.00
H 0.509792 -0.197366 -4.017631 0.0 0.1 0.1 0.00
H 6.475855 3.994747 -1.777917 0.0 0.1 0.0 0.00
H 2.584200 -4.442490 -4.692763 -0.1 0.0 0.0 0.00
H -3.623667 -0.298731 -6.003897 0.0 0.0 0.0 0.00
H 6.014294 4.647761 0.584833 0.0 0.0 0.0 0.00
H 1.839131 -4.609405 -3.096811 0.1 -0.2 0.0 0.00
H -0.033010 3.659048 -2.212803 0.0 -0.1 0.1 0.00
H 3.942603 3.862984 1.679312 0.0 0.0 0.0 0.00
H -2.815249 0.046743 -3.687409 -0.1 0.0 0.0 0.00
H 2.933545 -2.760609 1.654266 0.0 0.0 0.0 0.00
H -3.790407 5.201987 1.661768 0.0 0.0 -0.1 0.00
H -0.769977 -1.361640 4.601251 0.0 0.0 0.1 0.00
H -2.749812 1.432095 3.332214 0.0 0.0 0.0 0.00
H -1.932741 5.274826 -2.689236 -0.1 0.1 0.0 0.00
H 2.203100 -1.067518 -2.653150 0.2 -0.1 0.1 0.00
H -3.115798 5.794942 -0.592056 0.0 0.0 0.0 0.00
H 0.687534 -3.006311 -4.383318 0.1 0.0 -0.1 0.00
H 4.447788 -4.764589 -3.480339 0.0 0.0 0.1 0.00
H 4.836312 2.602415 -2.989332 0.0 -0.1 0.0 0.00
H -3.988435 3.503020 3.459336 0.0 0.0 0.0 0.00
H 2.151963 -2.104945 -4.762350 -0.1 0.1 0.0 0.00
H 6.096226 -0.742437 -3.241397 0.0 0.0 0.0 0.00
H 5.839210 -0.154804 -1.685855 -0.1 -0.1 -0.1 0.00
H 5.025886 -2.504708 -3.991428 0.0 0.1 0.0 0.00
H -1.894265 3.440686 -7.161864 0.0 0.0 0.0 0.00
H -1.123110 3.802463 -4.851120 0.0 0.0 0.0 0.00
H 2.568075 -3.906620 3.815950 0.0 0.0 0.0 0.00
H 3.718697 -4.205466 -1.976464 0.0 -0.1 0.0 0.00
H -1.245490 0.341897 3.393966 -0.1 0.1 -0.1 0.00
H 3.614671 -2.666597 -0.742718 0.0 0.3 -0.2 0.00
H -0.613385 -1.206003 -3.346382 -0.1 0.1 0.1 0.00
```
Forces are in eV/Å.

The total charge is -1. The value obtained for the HOMO energy (alpha / beta) is -3.65 / -3.65 eV. As for the largest force on an atom: 2.610 eV/Å. Its energy relative to the best compared isomer or geometry (same formula, charge and spin) is 40.5 kcal/mol. The spin multiplicity is 2.

Entry from OMol25: C16H26GeN6PPd as an isolated structure (ωB97M-V/def2-TZVPD).

Geometry as XYZ:
```
51
Properties=species:S:1:pos:R:3:forces:R:3:nbo_charge:R:1
Pd 0.520125 0.093174 0.709120 0.4 0.6 -1.3 0.78
Ge 1.194452 0.467331 3.277654 0.1 0.0 0.8 1.51
P 0.591115 0.577881 -2.593020 0.1 0.1 0.1 0.75
N 3.382900 0.296382 -2.258162 0.0 0.0 0.0 -0.33
N 2.214987 -0.677294 -0.665995 -0.1 0.4 0.4 -0.50
N -0.697938 -1.052935 -0.684583 -0.2 -0.2 0.2 -0.50
N 0.083458 3.276802 -1.921471 0.0 0.0 0.0 -0.32
N -1.327066 -1.448054 -2.751869 0.0 0.0 0.0 -0.31
N -0.508250 1.863344 -0.341808 0.4 -0.1 0.3 -0.50
C -1.432894 -1.370097 -4.203607 0.0 0.0 0.0 -0.41
C -0.827401 3.127761 0.063648 -0.1 0.0 -0.1 -0.07
C 0.061600 1.975199 -1.532337 -0.3 -0.1 -0.1 0.08
C -1.634344 -2.040520 -0.669034 0.0 0.0 0.0 -0.07
C 2.140409 0.064115 -1.761382 -0.1 -0.3 -0.1 0.08
C -0.523013 -0.704139 -1.948353 0.0 0.0 -0.1 0.07
C 1.704127 -1.423573 3.047361 0.0 0.0 0.0 -1.08
C 1.910949 1.154066 4.958051 0.0 0.0 0.0 -1.06
C 0.643836 3.828897 -3.145011 0.0 0.0 0.0 -0.41
C 3.542767 -0.897649 -0.430319 0.0 -0.1 -0.1 -0.07
C -0.768680 0.657557 3.350929 0.0 0.0 0.0 -1.08
C -0.469862 4.014704 -0.908571 0.0 0.0 0.0 -0.07
C 4.278684 -0.304494 -1.412972 0.0 0.0 0.0 -0.07
C 3.736887 1.077923 -3.432549 0.0 0.0 0.0 -0.41
C -2.033928 -2.295658 -1.950591 0.0 0.0 0.0 -0.06
C 1.795918 1.350725 1.664774 -0.6 -0.6 -0.1 -0.92
H -1.756250 -0.377552 -4.509626 0.0 0.0 0.0 0.22
H 5.340243 -0.265083 -1.585263 0.0 0.0 0.0 0.24
H 1.477318 -2.000432 3.944192 0.0 0.0 0.0 0.25
H 1.567985 0.525235 5.780211 0.0 0.0 0.0 0.24
H -0.476722 -1.600128 -4.668591 0.0 0.0 0.0 0.22
H 1.614199 4.282959 -2.949659 0.0 0.0 0.0 0.22
H 2.776552 -1.486152 2.857180 0.0 0.0 0.0 0.23
H -1.029983 1.716455 3.370433 0.0 0.0 0.0 0.23
H -1.314145 3.318014 1.004660 0.0 0.0 0.0 0.23
H 1.552645 2.169499 5.124435 0.0 0.0 0.0 0.24
H -0.030570 4.581528 -3.546491 0.0 0.0 0.0 0.23
H 0.756379 3.035009 -3.879502 0.0 0.0 0.0 0.22
H 3.881892 -1.487508 0.403706 0.0 0.0 0.0 0.23
H -2.746422 -2.996820 -2.347919 0.0 0.0 0.0 0.24
H 2.866557 1.172208 -4.077832 0.0 0.0 0.0 0.22
H 2.999731 1.160602 4.952796 0.0 0.0 0.0 0.24
H 4.083388 2.069020 -3.143072 0.0 0.0 0.0 0.22
H -1.143422 0.192359 4.263319 0.0 0.0 0.0 0.25
H 2.820328 1.154342 1.354874 0.0 0.1 0.0 0.21
H 4.524138 0.568895 -3.983378 0.0 0.0 0.0 0.23
H -0.568812 5.084467 -0.971270 0.0 0.0 0.0 0.24
H 1.503577 2.385637 1.501830 0.1 0.0 0.0 0.21
H 1.187812 -1.904452 2.210459 0.0 0.0 0.0 0.22
H -1.296917 0.197983 2.509872 0.0 0.0 0.0 0.22
H -2.169104 -2.097997 -4.531216 0.0 0.0 0.0 0.23
H -1.960681 -2.506454 0.244156 0.0 0.0 0.0 0.23
```
Forces are in eV/Å.

The total charge is +1. The value obtained for the HOMO energy is -11.17 eV. As for the largest force on an atom: 1.484 eV/Å. The spin multiplicity is 1.

Q: Which energy values were calculated for the entries above? A: -6200.032; -121189.093; -95233.119, in eV.